Entry 1:
# C3H3ClNO

A cluster of 2 separate species, C3H3ClNO in total (ωB97M-V/def2-TZVPD, the Open Molecules 2025 dataset).

```
9
C3H3ClNO, DFT ωB97M-V/def2-TZVPD
C -1.516 -0.941 1.720
C -1.967 -1.182 0.635
C 0.785 1.165 -0.231
N 1.495 0.866 -1.098
O 2.672 0.633 -1.640
Cl -0.469 1.423 0.624
H -1.446 -0.896 2.825
H -2.082 -1.279 -0.342
H 2.528 0.211 -2.495
```

Values from the calculation:
charge = +1
LUMO level = -5.58 eV
highest occupied orbital energy = -0.530 hartree
orbital gap = 0.325 hartree
2S+1 = 1

Entry 2:
# C7H10O

An isolated molecule of C7H10O (ωB97M-V/def2-TZVPD, the Open Molecules 2025 dataset).

```
18
C7H10O, DFT ωB97M-V/def2-TZVPD
C -0.395 0.570 1.883
C 0.339 0.158 0.797
C 1.743 0.019 0.595
C -0.502 -0.334 -0.374
C -0.975 -1.703 -0.199
C -0.746 0.374 -1.458
C -0.077 1.702 -1.647
O 0.544 2.191 -0.683
H -1.547 0.428 1.825
H 0.142 0.847 2.788
H 1.819 -1.185 0.552
H 2.139 0.536 -0.305
H 2.322 0.428 1.518
H -1.607 -1.948 -0.967
H -1.450 -1.881 0.823
H -0.096 -2.350 -0.341
H -1.279 -0.016 -2.231
H -0.373 2.165 -2.576
```

Values from the calculation:
charge = 0
LUMO level = 0.33 eV
highest occupied orbital energy = -0.322 hartree
orbital gap = 0.334 hartree
2S+1 = 1
SMILES = C=C(C)/C(C)=C\C=O

Entry 3:
# C3H6N2O

An isolated molecule of C3H6N2O (ωB97M-V/def2-TZVPD, the Open Molecules 2025 dataset).

```
12
C3H6N2O, DFT ωB97M-V/def2-TZVPD
C -0.060 0.146 1.713
N 0.909 -1.370 0.036
C 0.347 -0.540 -0.640
N -0.409 0.646 0.216
C 0.219 -0.420 -2.107
O -0.371 0.428 -2.742
H -0.529 0.895 2.327
H -0.439 -0.862 1.966
H 1.021 0.076 1.942
H -1.404 0.692 -0.063
H -0.050 1.570 -0.075
H 0.765 -1.261 -2.573
```

Values from the calculation:
charge = 0
LUMO level = 0.48 eV
highest occupied orbital energy = -0.295 hartree
orbital gap = 0.312 hartree
2S+1 = 1

Entry 4:
# C4H7N3

An isolated molecule of C4H7N3 (ωB97M-V/def2-TZVPD, the Open Molecules 2025 dataset).

```
14
C4H7N3, DFT ωB97M-V/def2-TZVPD
C -0.094 2.038 1.216
C 0.154 0.703 0.588
C 1.351 0.250 -0.030
N 1.175 -0.982 -0.449
N -0.089 -1.275 -0.104
C -0.785 -2.001 -1.166
N -0.740 -0.261 0.484
H -1.158 2.233 1.371
H 0.417 2.129 2.181
H 0.311 2.822 0.567
H 2.243 0.794 -0.317
H -1.875 -1.962 -1.063
H -0.423 -3.026 -1.216
H -0.486 -1.461 -2.064
```

Values from the calculation:
charge = 0
LUMO level = 1.06 eV
highest occupied orbital energy = -0.348 hartree
orbital gap = 0.387 hartree
2S+1 = 1
SMILES = Cc1cnn(C)n1

Entry 5:
# C25H28ClIrN3O2P

A structure of composition C25H28ClIrN3O2P (ωB97M-V/def2-TZVPD, the Open Molecules 2025 dataset).

```
61
C25H28ClIrN3O2P, DFT ωB97M-V/def2-TZVPD
Ir -0.521 -1.272 -0.535
Cl -2.286 0.370 -2.278
C -0.964 1.448 -2.724
C -1.016 2.061 -3.956
C 0.010 2.940 -4.292
C 1.038 3.197 -3.401
C 1.063 2.574 -2.161
C 0.057 1.678 -1.803
P -0.037 0.905 -0.168
C 1.495 1.282 0.680
C 1.458 1.977 1.890
C 2.643 2.296 2.536
C 3.859 1.928 1.977
C 3.898 1.234 0.772
C 2.720 0.904 0.122
C -1.404 1.709 0.677
C -1.801 2.986 0.270
C -2.827 3.633 0.937
C -3.459 3.014 2.009
C -3.064 1.748 2.418
C -2.040 1.092 1.755
H -1.832 1.868 -4.637
H -0.007 3.427 -5.258
H 1.824 3.890 -3.666
H 1.859 2.800 -1.464
H 0.511 2.273 2.323
H 2.615 2.840 3.470
H 4.782 2.192 2.475
H 4.848 0.963 0.333
H 2.758 0.376 -0.821
H -1.316 3.481 -0.561
H -3.132 4.622 0.623
H -4.260 3.523 2.528
H -3.546 1.274 3.261
H -1.714 0.120 2.109
N -1.020 -2.367 -2.348
C -0.855 -3.840 -2.174
C -1.936 -4.371 -1.245
C -1.791 -3.974 0.212
N -2.071 -2.524 0.436
H -1.954 -2.195 -2.713
H -0.378 -2.021 -3.061
H 0.148 -4.012 -1.779
H -0.923 -4.319 -3.150
H -1.939 -5.459 -1.309
H -2.919 -4.054 -1.611
H -0.771 -4.156 0.559
H -2.466 -4.558 0.839
H -1.987 -2.303 1.427
H -3.038 -2.317 0.190
O 1.548 -1.886 -0.724
C 1.682 -1.865 0.539
C 2.846 -2.096 1.439
C 2.284 -1.607 2.786
C 0.817 -1.280 2.537
O -0.027 -0.913 3.302
N 0.575 -1.529 1.172
H 3.713 -1.537 1.092
H 3.116 -3.153 1.433
H 2.772 -0.688 3.117
H 2.365 -2.329 3.596
```

Values from the calculation:
charge = +2
LUMO level = -7.39 eV
highest occupied orbital energy = -0.545 hartree
orbital gap = 0.273 hartree
2S+1 = 1

Entry 6:
# C5H11N2O

A cluster of 2 separate species, C5H11N2O in total (ωB97M-V/def2-TZVPD, the Open Molecules 2025 dataset).

```
19
C5H11N2O, DFT ωB97M-V/def2-TZVPD
C 1.546 2.107 1.650
C 0.027 1.806 1.657
C -0.273 0.865 0.616
C -0.230 -0.545 0.653
N -0.265 -1.007 -0.680
C -0.423 0.060 -1.453
N -0.579 1.203 -0.681
H 1.964 1.700 0.790
H 1.884 3.184 1.808
H 2.053 1.518 2.439
H -0.550 2.801 1.675
H -0.096 1.233 2.641
H -0.119 -1.120 1.552
H -0.401 -1.971 -0.909
H -0.677 -0.004 -2.565
H -0.468 2.250 -0.914
H -0.655 -4.272 -1.145
H 0.649 -3.988 -1.877
O -0.194 -3.557 -1.589
```

Values from the calculation:
charge = +1
LUMO level = -3.10 eV
highest occupied orbital energy = -0.494 hartree
orbital gap = 0.380 hartree
2S+1 = 1

Entry 7:
# C3H7N3OS

A structure of composition C3H7N3OS (ωB97M-V/def2-TZVPD, the Open Molecules 2025 dataset).

```
15
C3H7N3OS, DFT ωB97M-V/def2-TZVPD
C -0.954 -0.684 -0.121
C 2.524 -0.114 1.194
C -0.900 0.824 -0.117
N 0.117 -1.269 0.134
N 0.434 1.280 -0.306
N -2.149 -1.200 -0.218
O 2.174 -0.338 -1.423
S 1.442 -0.218 -0.119
H 2.870 0.931 1.239
H 1.906 -0.307 2.101
H -1.622 0.933 -0.975
H -1.260 1.402 0.773
H 0.715 1.604 -1.245
H -2.953 -0.657 -0.532
H -2.344 -2.187 -0.385
```

Values from the calculation:
charge = 0
LUMO level = 0.26 eV
highest occupied orbital energy = -0.290 hartree
orbital gap = 0.300 hartree
2S+1 = 1

Entry 8:
# C30H47Cl2CrN4O7SSi

A structure of composition C30H47Cl2CrN4O7SSi (ωB97M-V/def2-TZVPD, the Open Molecules 2025 dataset).

```
93
C30H47Cl2CrN4O7SSi, DFT ωB97M-V/def2-TZVPD
C 3.028 -2.052 -4.310
C 2.228 -1.675 -5.514
H 3.299 -3.108 -4.346
H 2.439 -1.911 -3.406
H 3.941 -1.473 -4.212
C 2.239 -2.311 -6.687
C 3.030 -3.511 -7.073
H 1.593 -1.920 -7.468
H 3.110 -4.212 -6.239
H 4.053 -3.232 -7.337
H 2.609 -4.047 -7.919
Cr -0.328 -0.274 2.960
Cl 1.152 -0.701 1.255
C -0.632 1.878 1.066
O -1.299 1.104 1.778
N -1.183 2.745 0.218
C -2.551 2.595 -0.239
C -0.426 3.868 -0.294
H 0.455 1.883 1.106
H -3.073 1.926 0.433
H -2.566 2.181 -1.247
H -3.053 3.563 -0.253
H 0.549 3.900 0.182
H -0.946 4.804 -0.091
H -0.286 3.775 -1.371
H -4.100 1.877 6.108
H -2.216 1.987 8.096
C -3.828 0.823 6.162
C -1.998 0.954 7.826
N -2.418 0.686 6.467
H -4.028 0.351 5.208
C -1.532 0.341 5.532
O -1.841 0.119 4.346
H -0.930 0.789 7.920
H -0.501 0.260 5.869
H -4.431 0.349 6.936
H -2.517 0.296 8.524
H 0.625 -4.868 1.738
H -0.450 -3.372 -0.216
C -0.366 -4.903 2.188
C -1.366 -3.733 0.248
N -1.179 -3.816 1.686
H -0.259 -4.819 3.265
C -1.558 -2.825 2.482
O -1.666 -1.638 2.116
H -2.158 -3.027 0.035
H -1.814 -3.133 3.499
H -0.826 -5.862 1.952
H -1.608 -4.717 -0.154
O 0.026 -0.853 -4.926
C 1.330 -0.471 -5.339
C 0.157 0.223 -7.480
C 1.240 0.332 -6.619
H -0.657 -0.436 -7.216
C 0.120 0.957 -8.659
H 1.775 0.174 -4.574
C 2.287 1.187 -6.955
H -0.731 0.863 -9.321
C 1.164 1.808 -8.988
C 2.250 1.921 -8.129
H 3.141 1.268 -6.294
H 1.134 2.379 -9.906
H 3.070 2.583 -8.375
Si -0.879 -0.055 -3.766
Cl 0.480 -1.936 4.374
C -2.630 -0.621 -4.095
C -0.724 1.802 -3.978
C -0.366 -0.545 -2.031
H -2.861 -0.596 -5.159
H -3.355 0.011 -3.581
H -2.782 -1.643 -3.750
H -0.468 -1.618 -1.877
H -0.990 -0.046 -1.289
H 0.669 -0.277 -1.828
H -0.853 2.100 -5.018
H 0.243 2.171 -3.639
H -1.489 2.316 -3.394
O 2.642 -0.463 4.097
C 2.019 0.488 4.538
N 1.001 1.082 3.837
S 0.603 2.552 4.754
O 1.425 3.593 3.981
O -0.879 2.784 4.442
C 1.285 1.940 6.278
C 1.067 2.355 7.595
C 1.587 1.568 8.641
C 2.321 0.402 8.355
C 2.566 0.031 7.020
C 2.040 0.825 5.986
H 0.459 3.220 7.815
H 1.387 1.833 9.673
H 2.671 -0.227 9.168
H 3.088 -0.896 6.811
```

Values from the calculation:
charge = -1
LUMO level (spin up / spin down) = 2.07 / 2.07 eV
highest occupied orbital energy (spin up / spin down) = -0.035 / -0.177 hartree
orbital gap (spin up / spin down) = 0.111 / 0.253 hartree
2S+1 = 5

Entry 9:
# C20H16ClCuF3N4O5

A structure of composition C20H16ClCuF3N4O5 (ωB97M-V/def2-TZVPD, the Open Molecules 2025 dataset).

```
50
C20H16ClCuF3N4O5, DFT ωB97M-V/def2-TZVPD
Cu 0.795 -0.706 -1.062
O 1.460 4.975 -0.336
C 1.333 4.446 0.863
O 1.224 5.127 1.852
C 1.303 2.943 0.958
C 1.206 2.242 2.146
Cl 1.125 2.886 3.714
N 1.138 0.913 1.865
N 1.177 0.733 0.531
C 1.290 1.924 -0.026
C 1.325 1.982 -1.546
O 1.439 3.082 -2.093
O 1.215 0.875 -2.155
C 1.052 -0.247 2.723
C 1.494 -0.224 4.040
C 1.403 -1.370 4.818
C 0.882 -2.544 4.300
C 0.455 -2.564 2.982
C 0.537 -1.427 2.198
H 1.492 4.277 -1.065
H 1.937 0.658 4.467
H 1.758 -1.335 5.840
H 0.823 -3.435 4.912
H 0.057 -3.471 2.546
H 0.189 -1.479 1.181
C -1.994 -4.003 -1.276
C -1.256 -2.766 -1.714
O -0.187 -2.463 -1.175
N -1.820 -2.072 -2.714
C -1.345 -0.799 -3.243
C -1.739 0.372 -2.370
C -2.253 1.542 -2.899
C -2.576 2.576 -2.034
C -2.403 2.394 -0.672
C -1.870 1.193 -0.235
N -1.524 0.205 -1.062
H -1.392 -4.531 -0.545
H -2.198 -4.657 -2.124
H -2.945 -3.720 -0.820
H -2.734 -2.377 -3.007
H -1.761 -0.683 -4.242
H -0.260 -0.829 -3.355
H -2.379 1.648 -3.969
H -2.956 3.513 -2.420
H -2.648 3.171 0.038
H -1.684 1.019 0.820
F 2.920 -2.024 -2.386
C 2.608 -1.576 -1.149
F 3.597 -0.737 -0.781
F 2.689 -2.652 -0.321
```

Values from the calculation:
charge = 0
LUMO level (spin up / spin down) = -0.10 / -0.60 eV
highest occupied orbital energy (spin up / spin down) = -0.324 / -0.344 hartree
orbital gap (spin up / spin down) = 0.320 / 0.322 hartree
2S+1 = 2

Entry 10:
# C3H4N2O

A structure of composition C3H4N2O (ωB97M-V/def2-TZVPD, the Open Molecules 2025 dataset).

```
10
C3H4N2O, DFT ωB97M-V/def2-TZVPD
O 2.293 -0.095 -0.208
C 1.075 -0.283 0.177
N 0.395 -1.402 0.403
N -0.904 -0.992 0.243
C -1.083 0.271 -0.098
C 0.201 0.872 -0.108
H 1.357 0.771 -0.830
H -1.625 -1.693 0.339
H -2.076 0.686 -0.217
H 0.369 1.866 0.300
```

Values from the calculation:
charge = 0
LUMO level = 0.29 eV
highest occupied orbital energy = -0.322 hartree
orbital gap = 0.333 hartree
2S+1 = 1

Entry 11:
# C21H33N3O5

An isolated molecule of C21H33N3O5 (ωB97M-V/def2-TZVPD, the Open Molecules 2025 dataset).

```
62
C21H33N3O5, DFT ωB97M-V/def2-TZVPD
C -3.781 -0.784 3.170
O -2.793 0.119 2.725
C -2.620 0.403 1.407
C -1.601 1.330 1.172
C -1.292 1.737 -0.111
C -0.192 2.693 -0.436
O -0.157 3.305 -1.490
N 0.753 2.833 0.520
C 1.960 3.586 0.284
C 3.060 2.708 -0.324
C 3.376 1.516 0.569
O 2.822 1.308 1.630
N 4.329 0.704 0.067
C 4.717 -0.539 0.690
C 4.519 -1.763 -0.217
N 3.128 -2.138 -0.332
C 2.360 -1.395 -1.315
C 1.105 -0.800 -0.670
C 0.028 -1.837 -0.374
C 0.540 -3.026 0.439
C 1.434 -3.959 -0.381
C 2.915 -3.571 -0.358
C -2.033 1.247 -1.183
C -3.048 0.331 -0.975
O -3.823 -0.182 -1.974
C -3.631 0.301 -3.282
C -3.337 -0.128 0.328
O -4.348 -1.047 0.537
C -4.173 -2.309 -0.075
H -4.775 -0.501 2.821
H -3.742 -0.728 4.258
H -3.564 -1.808 2.855
H -1.088 1.714 2.038
H 0.821 2.154 1.264
H 1.715 4.398 -0.405
H 2.300 3.998 1.237
H 3.964 3.299 -0.480
H 2.719 2.335 -1.293
H 4.755 0.930 -0.818
H 5.772 -0.482 0.985
H 4.099 -0.645 1.583
H 4.986 -1.566 -1.199
H 5.063 -2.592 0.242
H 2.971 -0.578 -1.708
H 2.082 -2.029 -2.168
H 0.688 -0.032 -1.326
H 1.402 -0.324 0.264
H -0.774 -1.341 0.178
H -0.398 -2.203 -1.313
H 1.089 -2.662 1.307
H -0.323 -3.594 0.797
H 1.360 -4.977 0.010
H 1.067 -3.987 -1.409
H 3.368 -3.972 0.554
H 3.419 -4.049 -1.221
H -1.789 1.615 -2.166
H -3.781 1.383 -3.335
H -4.383 -0.199 -3.891
H -2.634 0.054 -3.659
H -4.203 -2.240 -1.164
H -5.002 -2.922 0.275
H -3.224 -2.766 0.231
```

Values from the calculation:
charge = 0
LUMO level = 0.75 eV
highest occupied orbital energy = -0.303 hartree
orbital gap = 0.331 hartree
2S+1 = 1
SMILES = COc1cc(C(=O)NCCC(=O)NCCN2CCCCCC2)cc(OC)c1OC

Entry 12:
# C3H4N2O2

A cluster of 2 separate species, C3H4N2O2 in total (ωB97M-V/def2-TZVPD, the Open Molecules 2025 dataset).

```
11
C3H4N2O2, DFT ωB97M-V/def2-TZVPD
C -0.238 1.567 0.120
C 1.464 -0.255 -0.140
C 0.385 0.490 0.676
N -0.981 2.314 -0.375
N -1.844 -0.882 -0.254
O -2.850 -0.284 -0.026
O -1.535 -1.834 -0.875
H 1.273 -0.277 -1.160
H 2.403 0.289 0.024
H 1.569 -1.233 0.324
H 0.354 0.104 1.684
```

Values from the calculation:
charge = 0
LUMO level (spin up / spin down) = -1.15 / -1.45 eV
highest occupied orbital energy (spin up / spin down) = -0.378 / -0.338 hartree
orbital gap (spin up / spin down) = 0.336 / 0.285 hartree
2S+1 = 1

For the records above, the corresponding DFT total energy values read -19205.2297 -9465.9160 -8232.7868 -8730.6971 -59581.9720 -10384.4765 -20573.6349 -124349.2683 -102513.6958 -8199.4940 -37020.2304 -10245.3523 eV.